# 1
A 2-piece molecular cluster, C4H12NO3 overall in a non-equilibrium geometry. Source: the OMol25 dataset; level of theory: ωB97M-V with the def2-TZVPD basis set.

Calculated values
E_tot (eV): -11973.1608
HOMO level (eV): -3.495
Frontier orbital gap (eV): 6.9
LUMO level (eV): 3.43

Structure (ORCA input):
```
! wB97M-V def2-TZVPD RIJCOSX def2/J DEFGRID3
* xyz -1 1
C -0.584 -0.021 -0.015
C -1.120 1.285 0.982
C -2.147 2.178 0.212
O -1.705 3.565 0.198
N 0.917 -0.087 0.061
C 1.432 -1.252 0.795
O 1.161 -2.391 0.236
H -1.057 -0.983 0.278
H -0.616 0.089 -1.134
H -1.303 0.751 1.828
H -0.181 1.892 1.170
H -2.115 1.782 -0.801
H -3.212 2.326 0.743
H -0.867 3.540 -0.133
H 1.436 -0.134 -0.837
H 2.588 -1.105 0.901
H 0.756 -1.289 1.733
H 1.672 -2.841 -0.924
H 1.034 -2.482 -2.413
O 1.788 -2.934 -2.020
*
```


# 2
C4H12NO3 as an isolated structure in a non-equilibrium geometry. Source: the OMol25 dataset; level of theory: ωB97M-V with the def2-TZVPD basis set.

Calculated values
E_tot (eV): -11972.3974
HOMO level (eV): -3.093
Frontier orbital gap (eV): 7.0
LUMO level (eV): 3.94

Structure (ORCA input):
```
! wB97M-V def2-TZVPD RIJCOSX def2/J DEFGRID3
* xyz -1 1
C -0.744 -1.137 -0.741
N 0.077 0.034 -0.837
C 0.369 0.645 0.450
C -0.792 0.633 1.352
O -0.880 -0.502 2.231
C 1.946 -0.416 1.193
O 2.385 -1.220 0.331
H -1.732 -0.748 -0.449
H -0.909 -1.295 -1.789
H -0.571 -2.158 -0.227
H 1.081 -0.381 -1.019
H 0.647 1.716 0.270
H -0.811 1.517 1.956
H -1.820 0.745 1.083
H 0.023 -1.016 1.942
H 2.646 0.478 1.597
H 1.335 -0.947 1.983
H -0.899 1.286 -2.348
H -0.315 1.159 -3.678
O -1.036 1.608 -3.301
*
```


# 3
A 2-piece molecular cluster, C4H12NO3 overall in a non-equilibrium geometry. Source: the OMol25 dataset; level of theory: ωB97M-V with the def2-TZVPD basis set.

Calculated values
E_tot (eV): -11968.3080
HOMO level (eV): -14.639
Frontier orbital gap (eV): 11.4
LUMO level (eV): -3.27

Structure (ORCA input):
```
! wB97M-V def2-TZVPD RIJCOSX def2/J DEFGRID3
* xyz 1 1
O -1.235 0.129 -1.801
C -1.615 0.207 -0.537
C -0.684 -0.355 0.553
N 0.724 -0.536 -0.013
C 1.644 -0.997 1.002
C -0.611 0.568 1.740
O -2.692 0.557 -0.140
H -1.814 0.768 -2.397
H -1.104 -1.329 0.754
H 1.150 0.261 -0.450
H 0.710 -1.193 -0.819
H 2.740 -1.131 0.758
H 1.380 -1.910 1.573
H 1.717 -0.305 1.841
H -0.146 0.016 2.583
H 0.031 1.423 1.613
H -1.586 0.957 2.120
H 3.218 1.245 -0.476
H 3.386 0.110 -1.633
O 3.027 0.365 -0.791
*
```